# 1
{"formula": "C17H62O17", "method": "wB97M-V/def2-TZVPD", "lumo_ev": 0.3, "orbital_gap_ev": 9.81, "e_above_lowest_kcal_mol": 32.1, "spin_multiplicity": 1, "largest_force_ha_per_bohr": 0.0615, "e_tot_ev": -53435.3310, "species": ["O", "O", "O", "O", "O", "O", "O", "O", "O", "O", "O", "O", "O", "O", "O", "O", "O", "C", "C", "C", "C", "C", "C", "C", "C", "C", "C", "C", "C", "C", "C", "C", "C", "C", "H", "H", "H", "H", "H", "H", "H", "H", "H", "H", "H", "H", "H", "H", "H", "H", "H", "H", "H", "H", "H", "H", "H", "H", "H", "H", "H", "H", "H", "H", "H", "H", "H", "H", "H", "H", "H", "H", "H", "H", "H", "H", "H", "H", "H", "H", "H", "H", "H", "H", "H", "H", "H", "H", "H", "H", "H", "H", "H", "H", "H", "H"], "coordinates": [[-2.406, 3.573, 1.328], [3.072, 1.445, -3.504], [-0.341, 0.816, 5.141], [4.051, 0.725, -0.898], [-1.445, -0.476, 0.247], [0.304, -4.467, -1.566], [3.604, -1.184, -3.624], [2.046, -0.199, 2.755], [-0.462, -1.901, 2.260], [0.908, 3.050, -1.010], [-2.593, -1.792, -1.917], [3.767, -2.025, -0.796], [0.377, -1.684, -4.709], [-4.218, -2.004, 3.574], [0.197, -1.936, 4.962], [1.654, 2.279, 1.568], [-1.349, 3.107, -2.886], [2.674, -2.295, -1.666], [-0.329, -3.582, -0.633], [0.007, -0.694, -3.740], [2.350, 1.657, -2.304], [-2.585, 2.270, 0.799], [-0.998, -2.605, 4.522], [1.262, 3.332, 2.457], [-3.725, -1.127, -2.413], [1.319, 4.400, -1.209], [-0.457, 0.414, -0.270], [2.576, -0.804, 1.584], [-3.999, -1.263, 2.371], [-0.860, -2.987, 3.060], [-1.206, 1.210, 4.085], [3.113, -2.426, -3.117], [3.277, 1.906, -1.135], [-2.428, 2.193, -2.894], [-4.634, -1.625, -2.054], [4.015, 2.679, -1.379], [-3.259, 2.442, -2.233], [0.233, 3.676, 2.310], [-3.575, 2.131, 0.354], [2.188, -2.677, -3.654], [-4.979, -0.927, 2.002], [2.756, 2.273, -0.245], [-3.813, -0.104, -2.023], [-2.681, 3.587, 2.249], [0.179, -5.350, -1.209], [-2.397, 1.446, 1.490], [0.009, 0.987, 0.536], [-2.155, 0.677, 4.214], [-2.066, 1.179, -2.728], [0.576, 0.199, -3.996], [-1.072, -3.479, 5.179], [3.244, -0.132, 1.043], [1.423, 2.986, 3.475], [-1.382, 2.283, 4.031], [-2.196, -1.331, -1.159], [-1.858, 2.185, -0.012], [0.054, 2.950, -1.457], [2.160, 4.648, -0.562], [3.799, -1.378, -4.547], [1.692, 0.835, -2.008], [3.222, -1.624, 1.910], [0.221, -1.103, -2.752], [1.717, 4.480, -2.227], [-4.996, -2.542, 3.418], [-1.387, -3.871, -0.580], [-0.992, -1.040, 0.919], [1.891, 4.205, 2.245], [2.016, -1.418, -1.613], [1.820, -1.264, 0.945], [4.696, 0.866, -0.200], [0.327, -0.134, -0.804], [-0.765, 0.917, 3.122], [-1.687, 4.005, -2.947], [-0.159, -0.136, 5.027], [-2.856, 2.097, -3.901], [1.761, 2.555, -2.485], [-3.755, -1.065, -3.501], [-3.374, -0.386, 2.477], [-0.301, -2.534, -0.903], [1.776, 0.703, 2.522], [2.125, -3.173, -1.339], [3.839, -3.237, -3.232], [-0.932, 1.108, -0.963], [0.530, 5.142, -1.088], [1.546, 2.648, 0.672], [0.010, -2.510, -4.371], [-1.750, -3.444, 2.620], [-0.157, -3.832, 2.968], [3.983, -1.087, -0.953], [0.033, -3.787, 0.379], [-3.694, -1.972, 1.593], [-1.042, -0.388, -3.805], [3.517, 0.584, -3.415], [0.257, -1.444, 2.726], [0.958, -2.503, 4.785], [-1.811, -1.904, 4.711]]}

---

# 2
{"formula": "C17H68N34O17", "method": "wB97M-V/def2-TZVPD", "lumo_ev": -0.2, "orbital_gap_ev": 9.21, "e_above_lowest_kcal_mol": 398.9, "spin_multiplicity": 1, "largest_force_ha_per_bohr": 0.1961, "e_tot_ev": -104207.6805, "species": ["O", "O", "O", "O", "O", "O", "O", "O", "O", "O", "O", "O", "O", "O", "O", "O", "O", "N", "N", "N", "N", "N", "N", "N", "N", "N", "N", "N", "N", "N", "N", "N", "N", "N", "N", "N", "N", "N", "N", "N", "N", "N", "N", "N", "N", "N", "N", "N", "N", "N", "N", "C", "C", "C", "C", "C", "C", "C", "C", "C", "C", "C", "C", "C", "C", "C", "C", "C", "H", "H", "H", "H", "H", "H", "H", "H", "H", "H", "H", "H", "H", "H", "H", "H", "H", "H", "H", "H", "H", "H", "H", "H", "H", "H", "H", "H", "H", "H", "H", "H", "H", "H", "H", "H", "H", "H", "H", "H", "H", "H", "H", "H", "H", "H", "H", "H", "H", "H", "H", "H", "H", "H", "H", "H", "H", "H", "H", "H", "H", "H", "H", "H", "H", "H", "H", "H"], "coordinates": [[1.974, 5.250, 3.811], [2.071, -0.883, 8.625], [0.706, 6.180, -7.675], [-1.155, -6.385, -3.954], [-1.802, 0.969, -4.311], [0.332, -1.187, 1.631], [-4.050, -5.868, 2.776], [-5.569, -0.008, 4.123], [-7.223, -3.488, -3.114], [8.343, 2.999, 4.995], [-3.694, 4.494, -0.234], [4.000, -2.682, -7.038], [1.648, -9.038, 5.213], [5.588, -2.488, 0.722], [5.386, 4.736, -2.017], [-8.213, 3.346, -3.736], [9.858, 0.035, -4.556], [-3.784, 0.167, -5.029], [1.096, -7.655, 6.789], [-3.427, 6.585, 0.332], [-4.565, 1.922, 4.794], [5.733, 6.438, -3.377], [9.210, 1.448, -3.033], [7.709, 0.331, -4.003], [-8.438, 2.723, -1.637], [-4.667, 0.304, 6.192], [-6.814, -2.586, -1.134], [2.800, -3.201, -5.214], [6.396, -4.138, -0.525], [0.368, 0.344, 0.024], [2.271, -4.008, -7.138], [0.949, 4.306, -6.599], [8.819, 1.885, 3.139], [1.474, -6.840, 4.905], [-3.722, -5.690, 4.972], [6.890, 6.136, -1.629], [0.179, 0.257, 9.236], [6.792, 2.112, 3.640], [-4.263, -7.554, 4.250], [-10.263, 2.956, -2.801], [0.128, 5.852, -5.552], [-8.738, -2.434, -1.958], [-1.501, -5.607, -1.875], [-2.132, -0.890, -5.588], [-4.129, 6.146, -1.676], [1.176, 0.730, 7.260], [4.451, -4.285, 0.344], [1.427, 6.330, 2.004], [-2.735, -7.243, -2.581], [-1.548, -0.663, 0.657], [0.925, 7.234, 3.903], [1.510, -7.913, 5.618], [0.644, 5.511, -6.661], [3.062, -3.250, -6.475], [-4.957, 0.700, 4.953], [1.435, 6.189, 3.304], [1.201, -0.062, 8.344], [-7.531, -2.826, -2.147], [5.973, 5.669, -2.341], [-8.953, 3.026, -2.798], [-0.214, -0.516, 0.834], [5.493, -3.585, 0.222], [8.984, 0.469, -3.820], [8.005, 2.308, 4.047], [-1.812, -6.375, -2.905], [-2.546, 0.138, -4.854], [-3.927, -6.382, 3.917], [-3.746, 5.629, -0.574], [7.496, -0.142, -4.869], [0.867, -6.717, 7.087], [2.597, -4.052, -8.093], [7.359, 6.994, -1.881], [-3.255, -6.906, -1.784], [-2.112, -5.581, -1.072], [1.961, 0.540, 6.654], [-4.715, 5.501, -2.185], [6.272, -5.107, -0.781], [0.368, 7.943, 3.448], [7.323, -3.748, -0.621], [-0.480, 0.998, 9.045], [2.284, -3.946, -4.768], [-7.485, 2.874, -1.338], [-3.688, -6.069, 5.907], [1.461, 3.840, -7.334], [-0.533, 6.615, -5.578], [-0.190, 0.916, -0.594], [1.606, -7.109, 3.940], [-2.967, -8.064, -3.122], [10.203, 1.630, -2.996], [-3.025, 6.285, 1.208], [5.025, 6.084, -4.005], [7.073, 0.796, -3.370], [-3.323, 7.556, 0.072], [-3.769, -4.689, 4.844], [1.290, -5.874, 5.133], [-8.824, -1.792, -1.184], [-1.157, -1.130, -5.698], [-9.467, -2.694, -2.607], [-6.151, -3.323, -0.942], [-9.115, 2.645, -0.892], [-5.116, -0.516, 6.574], [1.376, 0.324, -0.036], [1.763, -4.780, -6.731], [-3.948, -7.924, 5.135], [6.022, 2.745, 3.796], [-3.661, 0.272, 6.273], [-4.298, 7.141, -1.722], [1.319, 7.371, 4.823], [-4.435, 2.380, 5.685], [9.799, 1.974, 3.366], [-10.719, 2.464, -2.046], [0.739, 1.628, 7.411], [-2.102, -0.148, -0.013], [-0.882, -4.828, -2.052], [6.593, 6.851, -3.709], [-5.121, 2.388, 4.092], [3.138, -2.484, -4.589], [0.876, -8.425, 7.404], [8.524, 1.153, 2.509], [0.803, 3.694, -5.808], [8.593, 2.103, -2.574], [-4.416, 0.834, -4.609], [3.741, -3.799, 0.873], [-7.254, -2.203, -0.310], [-2.782, -1.375, -6.190], [-10.720, 2.965, -3.701], [0.056, -0.163, 10.146], [7.249, 5.542, -0.895], [6.736, 1.601, 2.770], [0.076, 5.169, -4.809], [-1.884, -1.172, 1.462], [4.214, -5.015, -0.312], [0.835, 6.992, 1.523], [-4.703, -8.165, 3.576], [-4.215, -0.606, -5.515], [1.987, 5.619, 1.556]]}

---

# 3
{"formula": "C17H6Cl2N5O6ReS2SbSe4", "method": "wB97M-V/def2-TZVPD", "lumo_ev": 0.2, "orbital_gap_ev": 6.33, "charge": -1, "e_above_lowest_kcal_mol": 0.0, "spin_multiplicity": 1, "largest_force_ha_per_bohr": 0.0100, "e_tot_ev": -354230.6100, "species": ["Re", "Sb", "Se", "Se", "Se", "Se", "Cl", "Cl", "S", "S", "O", "O", "O", "O", "O", "O", "N", "N", "N", "N", "N", "C", "C", "C", "C", "C", "C", "C", "C", "C", "C", "C", "C", "C", "C", "C", "C", "C", "H", "H", "H", "H", "H", "H"], "coordinates": [[-0.423, -0.529, -0.453], [2.393, -3.237, -3.288], [4.468, -3.694, -2.310], [0.442, -3.988, -1.914], [1.925, -2.478, -5.447], [-0.873, -2.046, -2.281], [1.466, 1.813, 1.824], [2.546, 0.354, -3.250], [-1.785, -0.028, 1.355], [-1.864, 0.815, -1.690], [-0.397, -4.159, 1.396], [6.208, -1.729, 0.953], [4.543, -0.380, 0.793], [3.444, -7.147, 1.952], [5.450, -6.368, 1.924], [0.008, -2.041, 0.818], [1.078, 0.268, -0.715], [-4.201, 3.673, -1.321], [-4.054, 2.627, 2.623], [4.245, -6.245, 1.822], [5.021, -1.485, 0.948], [2.730, -2.370, 1.094], [4.090, -2.608, 1.166], [3.716, -4.890, 1.571], [-3.563, 2.793, -0.945], [-2.719, 1.350, 0.821], [4.619, -3.859, 1.401], [4.009, 2.150, -1.870], [3.506, 2.814, 0.386], [0.355, -3.244, 1.147], [-3.467, 2.057, 1.815], [2.928, 1.290, -1.849], [1.854, -3.433, 1.262], [2.429, 1.947, 0.399], [2.348, -4.707, 1.506], [4.297, 2.910, -0.748], [-2.752, 1.708, -0.483], [2.119, 1.159, -0.717], [1.663, -5.531, 1.635], [5.146, 3.580, -0.755], [2.363, -1.375, 0.902], [5.683, -4.026, 1.438], [3.722, 3.396, 1.270], [4.616, 2.215, -2.762]]}

---

# 4
{"formula": "C17H7Cl3F3N3SScSe4", "method": "wB97M-V/def2-TZVPD", "lumo_ev": 1.8, "orbital_gap_ev": 6.27, "charge": -1, "e_above_lowest_kcal_mol": 0.0, "spin_multiplicity": 1, "largest_force_ha_per_bohr": 0.0135, "e_tot_ev": -360858.6376, "species": ["Se", "Se", "Se", "Se", "Sc", "Cl", "Cl", "Cl", "S", "F", "F", "F", "N", "N", "N", "C", "C", "C", "C", "C", "C", "C", "C", "C", "C", "C", "C", "C", "C", "C", "C", "C", "H", "H", "H", "H", "H", "H", "H"], "coordinates": [[4.686, -0.322, 0.563], [4.269, 0.828, 3.892], [5.359, -0.873, 2.740], [2.043, 0.069, 3.956], [2.082, 0.377, 1.309], [3.386, -5.184, 0.706], [1.378, -4.943, 2.799], [0.558, -5.139, 0.025], [2.195, 2.843, 0.523], [2.107, 4.554, -3.714], [3.308, 4.652, -1.923], [1.155, 4.807, -1.796], [2.027, 0.712, -0.963], [1.912, -1.938, 0.958], [-8.082, -0.816, 0.747], [2.158, 4.168, -2.417], [2.064, 2.674, -2.288], [-3.576, 0.889, 0.867], [-2.742, -0.220, 1.063], [-3.329, -1.486, 1.180], [-5.513, -0.530, 0.902], [1.800, -4.539, 1.137], [-0.117, 0.095, 1.199], [-1.326, -0.057, 1.141], [-6.941, -0.689, 0.816], [1.957, 1.893, -3.418], [1.858, -3.077, 1.019], [1.924, -0.039, -2.052], [-4.946, 0.738, 0.787], [-4.698, -1.644, 1.101], [1.880, 0.507, -3.318], [2.091, 2.056, -1.019], [-2.688, -2.343, 1.337], [1.933, 2.371, -4.389], [1.884, -1.109, -1.889], [-5.144, -2.625, 1.193], [-5.584, 1.599, 0.636], [1.795, -0.124, -4.190], [-3.124, 1.867, 0.781]]}

---

| no. | highest occupied orbital energy (eV) |
| --- | --- |
| 1 | -9.5 |
| 2 | -9.4 |
| 3 | -6.1 |
| 4 | -4.5 |